Density functional theory data (the ωB97M-V functional and the def2-TZVPD basis) for 5 unconnected molecules or ions with the total composition C49H67BBrN8O4 at a distorted geometry.

Computed properties:
- HOMO-LUMO gap: 7.44 eV
- HOMO: -10.6928 eV
- Total charge: +1

Geometry (Å):
C 1.187 -3.831 3.130
C 0.553 -3.068 3.844
C -0.477 -2.278 4.739
C -1.669 -1.787 3.798
C -2.261 -0.347 4.246
N -2.182 0.531 3.037
C -1.270 1.612 3.191
N -0.017 1.270 3.446
C 1.075 2.293 3.599
C 2.486 1.581 3.801
C 3.359 1.508 2.485
C 4.822 1.824 2.624
C 5.725 1.743 1.413
C 5.086 1.327 0.108
C 3.615 1.044 -0.018
C 2.715 1.130 1.191
N -1.541 3.038 3.113
B -2.167 3.555 4.358
O -1.429 3.328 5.566
O -3.384 4.272 4.468
C -4.229 3.445 5.364
C -5.755 3.744 5.035
C -2.362 3.240 1.890
Br -1.283 2.423 0.387
C -2.584 4.747 1.467
C -3.258 4.891 0.000
C -2.327 5.679 -1.033
C -2.443 5.095 -2.518
N -1.932 3.696 -2.612
C -2.012 3.181 -3.994
C -3.409 2.539 -4.411
O -1.052 3.225 -4.743
C -3.685 2.388 1.981
C -3.502 0.889 2.453
C -3.733 -0.104 1.201
C -5.229 -0.087 0.660
C -5.345 -1.265 -0.438
C -6.785 -1.951 -0.454
O -6.986 -2.762 0.720
H 1.700 -4.572 2.429
H -0.887 -2.981 5.519
H 0.095 -1.409 5.185
H -1.215 -1.652 2.761
H -2.474 -2.571 3.679
H -3.306 -0.544 4.619
H -1.671 0.106 5.094
H 0.206 0.272 3.540
H 0.894 2.925 4.528
H 1.053 2.924 2.652
H 3.073 1.984 4.685
H 2.253 0.493 4.078
H 5.254 2.131 3.626
H 6.830 1.966 1.493
H 5.738 1.225 -0.810
H 3.199 0.760 -1.025
H 1.609 0.895 1.120
H -1.664 4.016 6.220
H -4.019 2.359 5.068
H -3.933 3.634 6.438
H -5.842 4.550 4.244
H -6.250 4.081 5.988
H -6.203 2.796 4.611
H -1.605 5.326 1.392
H -3.244 5.340 2.163
H -3.595 3.902 -0.426
H -4.203 5.518 0.114
H -2.719 6.747 -1.090
H -1.253 5.723 -0.690
H -1.759 5.738 -3.167
H -3.487 5.211 -2.956
H -2.578 3.079 -2.092
H -4.205 3.338 -4.301
H -3.663 1.626 -3.798
H -3.333 2.246 -5.504
H -4.483 2.873 2.636
H -4.141 2.387 0.937
H -4.370 0.655 3.157
H -3.573 -1.150 1.637
H -2.952 0.018 0.397
H -6.016 -0.160 1.465
H -5.370 0.875 0.059
H -4.622 -2.075 -0.075
H -5.003 -0.928 -1.464
H -7.575 -1.160 -0.600
H -6.782 -2.665 -1.344
H -6.171 -2.811 1.255
N 1.778 -0.227 -8.369
C 1.660 0.330 -7.157
C 0.740 1.319 -6.849
C -0.106 1.764 -7.852
C -0.002 1.205 -9.117
C 0.949 0.218 -9.322
H 2.345 -0.047 -6.405
H 0.687 1.731 -5.850
H -0.838 2.538 -7.651
H -0.645 1.527 -9.926
H 1.066 -0.253 -10.293
N 7.292 -2.567 -0.160
C 7.437 -3.790 0.367
C 6.737 -4.240 1.475
C 5.836 -3.375 2.078
C 5.669 -2.103 1.553
C 6.415 -1.751 0.439
H 8.155 -4.428 -0.137
H 6.893 -5.241 1.857
H 5.270 -3.689 2.948
H 4.975 -1.400 1.997
H 6.316 -0.771 -0.009
N 2.846 -6.198 0.825
C 2.356 -7.178 0.054
C 3.046 -7.745 -1.005
C 4.317 -7.270 -1.289
C 4.848 -6.254 -0.507
C 4.078 -5.757 0.531
H 1.358 -7.514 0.313
H 2.601 -8.537 -1.593
H 4.889 -7.686 -2.110
H 5.837 -5.858 -0.700
H 4.451 -4.965 1.172
N 2.255 -4.391 -4.391
C 3.483 -4.244 -3.876
C 4.444 -3.395 -4.403
C 4.119 -2.658 -5.532
C 2.855 -2.793 -6.086
C 1.965 -3.667 -5.480
H 3.690 -4.844 -2.996
H 5.421 -3.314 -3.943
H 4.844 -1.983 -5.975
H 2.567 -2.234 -6.967
H 0.964 -3.804 -5.874